# 1
A cluster of 2 separate species, C5H4F6O in total in a non-equilibrium geometry. Source: the Open Molecules 2025 dataset; level of theory: ωB97M-V/def2-TZVPD.

Its HOMO energy (alpha / beta) is -9.1 / -9.1 eV. The calculation puts the relative energy (zero: lowest compared OMol25 entry of this formula, charge and spin) at 38.2 kcal per mole. The calculation puts the molecular weight at 194.1 g mol⁻¹. The HOMO-LUMO gap (alpha / beta) is 8.627 / 8.625 eV. For the maximum force, the calculation gives 4.1 eV Å⁻¹. The calculation puts the LUMO energy (alpha / beta) at -0.5 / -0.5 eV.

XYZ file:
```
16
Properties=species:S:1:pos:R:3:forces:R:3
C 0.8572 0.0048 -0.7343 2.8 -1.9 -0.4
C 0.2152 0.9653 -0.1947 -3.5 -1.2 0.2
C -1.9204 -0.1283 -0.0738 1.8 0.1 1.7
C -2.3392 0.3844 -1.3743 -0.9 0.8 -2.5
C -2.7617 0.2945 1.1329 -1.1 -0.3 -0.2
O -1.5385 -1.4665 -0.1893 -1.8 -1.9 2.9
F -1.6588 -0.3001 -2.3150 -0.1 0.4 -0.1
F -3.6652 0.2459 -1.7198 0.6 -0.1 0.6
F -2.0946 1.7224 -1.5777 -0.1 -0.9 0.5
F -3.8459 -0.5550 1.3982 1.3 0.4 -0.5
F -2.0738 0.3577 2.2602 0.5 -0.4 0.4
F -3.3078 1.5068 0.9637 0.2 -0.1 -0.4
H 1.9908 -0.0435 -1.0722 -2.4 0.5 0.7
H 0.3616 -1.0203 -0.7232 0.5 1.1 -0.1
H -0.2960 1.8522 0.0997 0.8 0.6 0.0
H -1.9605 -2.1292 0.5536 1.4 2.8 -2.6
```
Positions in Å, forces in eV/Å.



# 2
A cluster of 2 separate species, C3H4F3N in total in a non-equilibrium geometry. Source: the Open Molecules 2025 dataset; level of theory: ωB97M-V/def2-TZVPD.

Its HOMO energy (alpha / beta) is -9.9 / -9.6 eV. The calculation puts the relative energy (zero: lowest compared OMol25 entry of this formula, charge and spin) at 153.3 kcal per mole. The calculation puts the molecular weight at 111.1 g mol⁻¹. The HOMO-LUMO gap (alpha / beta) is 9.423 / 9.204 eV. For the maximum force, the calculation gives 4.4 eV Å⁻¹. The calculation puts the LUMO energy (alpha / beta) at -0.5 / -0.4 eV.

XYZ file:
```
11
Properties=species:S:1:pos:R:3:forces:R:3
C 1.6153 0.7896 -0.1544 0.1 -0.6 -0.5
C 0.6147 1.1691 0.5958 -1.8 -1.0 -0.7
C -0.9512 -1.2977 -0.0042 -3.1 -0.6 -2.7
N -1.3530 0.0338 0.2803 2.2 1.6 3.4
F 2.7997 1.4365 -0.2757 -0.4 -0.1 0.1
F 0.4428 2.2489 1.2836 -0.1 0.3 0.4
F -1.8758 0.6589 -0.7771 -0.2 -0.1 -1.6
H 1.5070 -0.1098 -0.7640 0.4 0.3 0.2
H -0.5687 -1.7686 0.8478 0.4 -0.3 1.5
H -2.0466 -1.8210 -0.2426 3.0 0.9 0.1
H -0.1843 -1.3398 -0.7894 -0.6 -0.5 -0.3
```
Positions in Å, forces in eV/Å.



# 3
A cluster of 2 separate species, C4H11NO in total in a non-equilibrium geometry. Source: the Open Molecules 2025 dataset; level of theory: ωB97M-V/def2-TZVPD.

Its HOMO energy is -9.9 eV. The calculation puts the relative energy (zero: lowest compared OMol25 entry of this formula, charge and spin) at 5.8 kcal per mole. The calculation puts the molecular weight at 89.1 g mol⁻¹. The HOMO-LUMO gap is 10.708 eV. For the maximum force, the calculation gives 1.2 eV Å⁻¹. The calculation puts the LUMO energy at 0.9 eV.

XYZ file:
```
17
Properties=species:S:1:pos:R:3:forces:R:3
C -0.6216 -1.9528 -0.0744 0.0 0.2 0.5
C 0.8307 -1.6431 0.1420 0.3 0.1 0.3
O 1.6686 -1.6613 -0.7360 -0.1 0.0 -0.1
N 1.1661 -1.3184 1.4234 0.5 0.2 0.6
H -1.0425 -2.4687 0.7946 0.0 -0.1 -0.3
H -0.7409 -2.4996 -0.9945 -0.1 -0.3 -0.2
H 2.1152 -1.0419 1.6220 0.0 -0.1 -0.3
H 0.5326 -1.1825 2.1910 -0.3 -0.2 -0.3
H -1.1452 -1.0059 -0.1596 -0.2 0.2 -0.1
C -0.6817 1.7556 -1.2339 0.1 0.0 1.1
C 0.0192 1.9236 0.1473 -1.1 0.4 -0.1
H 0.0649 1.4711 -1.9640 -0.1 0.3 -0.4
H -1.4217 0.9602 -1.2279 -0.1 -0.1 0.1
H -1.2117 2.6774 -1.4663 0.2 -0.1 -0.5
H 1.0531 1.6228 0.0687 0.2 0.0 0.4
H -0.5044 1.4097 0.9567 0.2 -0.6 -0.2
H -0.0806 2.9537 0.5110 0.5 0.0 -0.4
```
Positions in Å, forces in eV/Å.



# 4
A cluster of 7 separate species, C23H43Br13ClN2Si in total in a non-equilibrium geometry. Source: the Open Molecules 2025 dataset; level of theory: ωB97M-V/def2-TZVPD.

Its HOMO energy is -11.7 eV. The calculation puts the molecular weight at 1449.9 g mol⁻¹. The HOMO-LUMO gap is 7.350 eV. For the maximum force, the calculation gives 3.3 eV Å⁻¹. The calculation puts the LUMO energy at -4.4 eV. Its net charge is +1.

XYZ file:
```
83
Properties=species:S:1:pos:R:3:forces:R:3
C 1.8174 -1.8159 1.2974 0.2 -0.3 1.6
C 2.0151 -0.6319 2.3460 0.4 -0.6 -1.0
C 1.8325 0.8118 1.6677 1.3 -0.2 1.1
C 1.3702 1.9403 2.6716 0.3 0.6 -0.6
C 1.1599 0.7931 0.2782 0.4 0.1 -2.6
C 2.1078 0.8209 -0.8554 -3.0 0.0 0.2
C 1.4992 0.8495 -2.2076 1.8 -0.1 1.6
Cl 2.5885 0.8831 -3.6520 -1.5 0.1 1.7
N 0.1994 0.8706 -2.4112 1.6 0.0 -0.6
N -0.6023 0.8275 -1.3963 -0.2 -0.1 2.1
Br -2.3890 0.9113 -2.0095 0.4 -0.1 0.2
C -0.3152 0.7621 -0.0408 2.8 0.0 -1.3
Si -1.6343 0.6783 1.3491 -1.6 0.3 2.8
C -1.8149 2.4279 2.1456 0.3 0.0 0.1
C -3.3946 0.1229 0.9279 -0.3 0.3 -1.3
C -1.1797 -0.4807 2.8186 0.0 -0.5 -0.5
H 1.9068 -2.7570 1.9120 -0.2 0.8 -0.8
H 2.6532 -1.8569 0.5568 -0.9 0.2 0.4
H 0.8075 -1.8168 0.8240 0.9 0.0 0.1
H 3.0822 -0.7550 2.6868 -1.0 0.5 -0.3
H 1.3969 -0.7601 3.2626 0.2 0.1 -0.9
H 2.9112 1.0954 1.4800 -1.2 -0.3 -0.4
H 0.7819 1.5861 3.5454 0.2 0.3 -0.9
H 2.2613 2.4806 3.0983 -0.7 -0.8 -0.4
H 0.8395 2.7218 2.0621 0.2 -0.7 1.0
H 3.2201 0.8227 -0.6664 -1.4 0.0 -0.5
H -1.4418 2.4187 3.2077 -0.2 -0.1 -1.1
H -2.9056 2.6798 2.2183 1.0 0.0 -0.4
H -1.2220 3.2100 1.6088 -0.9 -0.4 0.4
H -3.4397 -0.7888 0.2730 -0.1 0.7 0.8
H -3.9495 -0.0180 1.8870 0.6 -0.1 -0.7
H -3.9070 0.9446 0.3597 0.3 -0.8 0.6
H -0.6713 0.0524 3.6527 -0.1 -0.6 -0.8
H -2.1107 -0.9311 3.2653 0.7 0.6 -0.7
H -0.6055 -1.3477 2.4054 -0.2 0.6 0.8
Br -3.7745 -3.0846 4.1929 0.0 -0.1 0.0
C -3.6508 -3.2998 6.1249 -0.2 0.1 -0.1
C -3.1066 -2.0568 6.7803 0.2 -0.1 0.2
Br -1.1785 -1.9115 6.5368 -0.1 0.1 -0.1
H -3.0424 -4.1826 6.3068 0.0 0.1 0.0
H -4.6708 -3.4922 6.4558 0.1 0.1 0.0
H -3.2547 -2.0959 7.8590 0.0 0.0 -0.1
H -3.5447 -1.1406 6.3911 0.0 -0.1 0.0
Br 3.5609 -5.2347 -4.4685 -0.1 0.0 0.0
C 2.4552 -3.7354 -5.0382 0.3 -0.1 0.0
C 2.4352 -2.6440 -4.0011 -0.2 0.1 -0.1
Br 1.2717 -3.1012 -2.5098 0.0 0.1 0.2
H 1.4685 -4.1349 -5.2603 0.1 0.1 0.0
H 2.9133 -3.3794 -5.9598 -0.1 0.0 0.1
H 2.0137 -1.7291 -4.4146 0.0 -0.1 -0.1
H 3.4169 -2.4301 -3.5831 0.0 -0.1 -0.1
Br -7.3819 0.7966 -0.5539 0.2 0.0 0.0
C -6.3017 0.6260 -2.1632 -0.4 0.1 0.0
C -6.4145 -0.7538 -2.7597 0.3 -0.1 -0.1
Br -5.3629 -2.0498 -1.7546 -0.1 0.0 0.0
H -5.2822 0.8918 -1.8886 0.0 -0.1 0.0
H -6.6956 1.3741 -2.8506 0.0 -0.1 0.0
H -5.9996 -0.7713 -3.7673 0.0 0.0 0.1
H -7.4354 -1.1273 -2.7860 0.1 0.1 0.1
Br -0.4495 -1.8743 -7.2349 0.1 0.0 0.1
C 0.6842 -2.0355 -8.8127 -0.2 0.1 -0.1
C 0.5821 -3.4086 -9.4258 0.3 -0.1 0.0
Br 1.5921 -4.7158 -8.3966 -0.1 0.0 0.0
H 1.6949 -1.7799 -8.5030 -0.1 -0.1 -0.1
H 0.3179 -1.2780 -9.5049 0.0 -0.1 0.0
H 1.0301 -3.4187 -10.4189 0.0 0.1 0.1
H -0.4392 -3.7768 -9.4903 0.1 0.1 0.1
Br 5.7291 0.6977 -1.4496 0.0 0.0 0.0
C 6.4658 1.2707 0.2623 0.2 0.1 -0.2
C 7.1537 0.1331 0.9689 -0.1 -0.1 0.3
Br 5.8585 -1.0794 1.7747 0.0 0.0 -0.1
H 5.6449 1.6967 0.8352 0.1 -0.1 0.0
H 7.1774 2.0581 0.0160 0.0 -0.1 0.0
H 7.7531 0.5038 1.7997 0.0 0.0 -0.1
H 7.7818 -0.4636 0.3115 -0.1 0.1 0.0
Br -2.5676 5.6544 3.0982 0.0 0.2 0.1
C -1.0491 6.6980 3.7287 -0.2 0.1 -0.3
C 0.2328 5.9118 3.6346 0.2 0.0 0.3
Br 0.3677 4.5987 5.0680 0.0 -0.1 -0.1
H -1.2829 7.0177 4.7416 0.1 -0.1 -0.1
H -1.0124 7.5700 3.0765 0.1 -0.1 0.0
H 1.0943 6.5657 3.7664 -0.1 0.0 0.0
H 0.3340 5.3690 2.6971 -0.1 0.1 0.0
```
Positions in Å, forces in eV/Å.



# 5
A structure of composition C70H82GeN2OP2Si3TeTi in a non-equilibrium geometry. Source: the Open Molecules 2025 dataset; level of theory: ωB97M-V/def2-TZVPD.

Its HOMO energy is -12.3 eV. The calculation puts the molecular weight at 1361.7 g mol⁻¹. The HOMO-LUMO gap is 6.194 eV. For the maximum force, the calculation gives 2.0 eV Å⁻¹. The calculation puts the LUMO energy at -6.1 eV. Its net charge is +2.

XYZ file:
```
163
Properties=species:S:1:pos:R:3:forces:R:3
Ti 1.4780 0.2521 -0.1675 -0.2 -0.7 -1.6
C -5.4245 0.4020 6.5220 0.1 -0.1 0.0
C -4.3142 0.0395 5.5799 -0.1 0.0 0.0
C -4.4422 -1.0178 4.6940 0.0 0.0 0.0
C -3.4381 -1.3574 3.7934 0.2 -0.2 -0.2
C -3.7160 -2.5103 2.8583 -0.1 0.1 0.1
C -2.2424 -0.6231 3.8058 -0.1 0.5 0.0
Te -0.8368 -0.8339 2.1880 -0.9 -1.0 1.5
N 1.4429 -0.9248 1.3059 0.6 0.0 1.1
C 1.7214 -1.1067 2.5573 0.2 -0.4 -0.1
O 0.7664 -0.8296 3.4479 -0.3 0.4 -0.4
C 2.9116 -1.7708 3.0851 0.0 -0.1 0.1
C 3.0776 -1.9353 4.4621 0.0 0.1 0.0
C 4.1556 -2.6551 4.9426 0.0 0.0 0.1
C 5.0578 -3.2327 4.0578 -0.1 0.0 0.0
C 4.8775 -3.0930 2.6871 0.1 0.0 0.0
C 3.8130 -2.3601 2.1995 0.0 0.2 -0.1
C -0.6375 -2.9483 2.4413 0.1 -0.1 -0.2
C -0.6829 -3.3830 3.7635 0.0 0.2 -0.1
C -0.4120 -4.7078 4.0550 0.0 0.0 0.0
C -0.1046 -5.5895 3.0295 0.0 0.0 0.0
C -0.0672 -5.1473 1.7181 0.0 0.0 0.0
C -0.3249 -3.8175 1.3932 -0.1 0.2 -0.1
C -0.2817 -3.3774 -0.0421 -0.1 -0.1 0.1
C -2.1069 0.4755 4.6790 0.2 -0.1 -0.1
C -0.8741 1.3383 4.6677 -0.1 -0.1 0.0
C -3.1309 0.7722 5.5612 0.0 0.0 0.0
H -6.3486 -0.1053 6.2523 0.0 0.0 0.0
H -5.5990 1.4776 6.5245 0.0 0.0 0.0
H -5.1635 0.1099 7.5410 0.0 0.0 0.0
H -5.3610 -1.5938 4.6814 0.0 0.0 0.0
H -3.5908 -3.4605 3.3812 0.1 0.0 -0.1
H -3.0592 -2.5222 1.9912 -0.1 -0.1 -0.1
H -4.7449 -2.4651 2.5015 0.0 0.0 0.0
H 2.3580 -1.5016 5.1430 0.0 0.0 0.0
H 4.2871 -2.7699 6.0100 0.0 0.0 0.0
H 5.8974 -3.7983 4.4393 0.0 0.0 0.0
H 5.5777 -3.5478 1.9979 0.0 0.0 0.0
H 3.6634 -2.2394 1.1347 0.0 0.1 0.1
H -0.9221 -2.6882 4.5572 0.0 0.0 0.0
H -0.4421 -5.0492 5.0808 0.0 0.0 0.0
H 0.1072 -6.6268 3.2521 0.0 0.0 0.0
H 0.1662 -5.8403 0.9193 0.0 0.0 0.0
H -0.2247 -4.2356 -0.7099 0.0 0.0 0.0
H 0.5845 -2.7423 -0.2317 0.1 0.0 0.0
H -1.1789 -2.8138 -0.2881 0.1 -0.1 0.0
H -0.6494 1.6637 3.6449 0.1 0.1 0.0
H -0.0145 0.7916 5.0470 0.1 0.0 0.0
H -1.0113 2.2234 5.2861 0.0 0.0 -0.1
H -3.0171 1.6092 6.2411 0.0 0.0 0.0
C 5.3377 0.6366 2.2159 -0.1 -0.5 -0.3
Si 5.0554 0.9912 0.3749 0.1 0.7 0.5
C 6.7847 1.3416 -0.3028 -0.3 -0.1 -0.2
C 3.9824 2.5508 0.5498 0.2 -0.2 -0.3
Ge 3.7073 -0.2391 -1.2975 0.5 -0.4 0.0
Si 4.4777 1.0285 -3.2618 0.1 0.1 -0.2
C 3.4829 0.7534 -4.8535 0.0 0.0 0.3
C 4.5089 2.8846 -2.8869 0.0 -0.3 0.1
C 6.2390 0.4354 -3.6196 -0.2 0.0 0.2
Si 4.0620 -2.5922 -1.8921 -0.1 -0.1 -0.1
C 5.8733 -2.8935 -2.3196 -0.2 0.1 0.0
C 3.5655 -3.9096 -0.6220 0.1 0.2 -0.1
C 2.9403 -2.8156 -3.4035 0.2 0.1 0.2
H 5.9323 1.4686 2.6021 0.0 0.1 -0.1
H 4.4034 0.6206 2.7751 -0.1 -0.1 0.1
H 5.8820 -0.2802 2.4311 0.0 -0.1 0.0
H 7.3549 1.9221 0.4246 -0.1 0.0 0.1
H 6.7851 1.8874 -1.2461 0.0 0.0 0.0
H 7.3203 0.4031 -0.4635 0.0 0.0 0.0
H 4.4972 3.3379 1.1055 0.0 0.0 0.1
H 3.0869 2.2862 1.1331 0.0 0.1 0.0
H 3.6611 2.9682 -0.4015 0.0 0.0 0.1
H 2.4220 0.5769 -4.6833 0.2 0.1 0.0
H 3.8816 -0.0968 -5.4099 0.0 0.0 0.0
H 3.5776 1.6339 -5.4937 0.0 0.0 0.0
H 3.5178 3.2713 -2.6458 0.0 0.0 0.0
H 4.8696 3.4277 -3.7637 0.0 -0.1 -0.1
H 5.1776 3.1193 -2.0575 0.0 0.0 0.0
H 6.2258 -0.4289 -4.2849 0.0 0.0 0.0
H 6.7794 0.1552 -2.7154 0.0 0.0 -0.1
H 6.8048 1.2241 -4.1207 0.0 0.0 0.0
H 6.5342 -2.5114 -1.5393 0.0 0.0 0.0
H 6.1557 -2.4181 -3.2587 0.0 0.0 0.0
H 6.0560 -3.9655 -2.4200 0.0 0.0 0.0
H 4.3395 -4.0471 0.1351 0.0 0.0 -0.1
H 3.4476 -4.8640 -1.1411 0.0 0.0 -0.1
H 2.6291 -3.6906 -0.1078 0.0 0.0 0.0
H 3.0404 -1.9728 -4.0914 0.0 0.0 0.0
H 1.8902 -2.8953 -3.1104 0.0 0.0 0.0
H 3.1977 -3.7242 -3.9523 0.0 0.0 0.0
C -2.7722 -1.2153 -1.1608 0.3 0.1 0.0
P -1.3797 0.0138 -1.0646 -0.5 0.5 -1.0
C -1.0295 0.2560 -2.8432 0.1 -0.2 0.2
C -1.8355 0.9562 -3.7367 0.0 0.0 0.0
C -1.5377 0.9479 -5.0912 0.0 0.0 0.0
C -0.4638 0.2101 -5.5669 -0.1 0.0 0.0
C 0.3351 -0.5060 -4.6870 -0.1 -0.1 0.0
C 0.0652 -0.4609 -3.3289 -0.2 0.0 0.1
C -2.2437 1.5213 -0.4789 0.1 -0.1 0.1
C -2.0611 2.7583 -1.0914 0.0 -0.1 0.0
C -2.6167 3.9046 -0.5429 0.0 0.1 0.0
C -3.3406 3.8407 0.6375 0.0 0.1 0.0
C -3.5654 2.6103 1.2368 0.0 -0.1 0.1
C -3.0333 1.4618 0.6740 0.0 -0.1 -0.1
P -4.2728 -0.9391 -2.2614 0.2 0.1 0.4
C -5.3460 0.0418 -1.1292 0.0 -0.1 -0.1
C -5.6164 1.3663 -1.4645 0.1 -0.1 0.0
C -6.4323 2.1453 -0.6578 0.0 0.1 0.0
C -6.9935 1.6053 0.4893 0.0 0.0 0.0
C -6.7424 0.2810 0.8237 0.0 -0.1 0.1
C -5.9301 -0.4994 0.0152 0.1 0.1 0.0
C -5.0314 -2.6004 -2.0407 0.0 0.1 -0.2
C -6.1907 -2.8015 -2.7925 0.0 0.0 0.0
C -6.8918 -3.9927 -2.7126 0.0 0.0 0.0
C -6.4354 -5.0126 -1.8894 0.0 0.0 0.0
C -5.2762 -4.8309 -1.1525 0.0 0.0 0.0
C -4.5749 -3.6342 -1.2273 0.0 0.0 0.0
H -3.1113 -1.4318 -0.1423 0.0 -0.2 0.0
H -2.3201 -2.1155 -1.5856 0.0 0.0 0.1
H -2.6900 1.5152 -3.3849 -0.1 0.0 0.0
H -2.1613 1.5016 -5.7808 0.0 0.0 0.0
H -0.2549 0.1866 -6.6285 0.0 0.0 0.0
H 1.1537 -1.1042 -5.0651 0.0 0.0 0.0
H 0.7006 -1.0067 -2.6307 0.0 -0.1 -0.1
H -1.4959 2.8254 -2.0095 -0.1 0.0 0.1
H -2.4793 4.8553 -1.0433 0.0 0.0 0.0
H -3.7542 4.7422 1.0705 0.0 0.0 0.0
H -4.1697 2.5322 2.1324 0.0 0.0 0.0
H -3.3240 0.5092 1.0951 0.1 -0.1 0.2
H -5.1951 1.7879 -2.3704 0.0 0.0 0.0
H -6.6401 3.1723 -0.9304 0.0 0.0 0.0
H -7.6440 2.2072 1.1109 0.0 0.0 0.0
H -7.2010 -0.1536 1.7036 0.0 0.0 0.0
H -5.7695 -1.5435 0.2565 0.0 0.0 0.0
H -6.5441 -2.0065 -3.4406 0.0 0.0 0.0
H -7.7910 -4.1294 -3.2987 0.0 0.0 0.0
H -6.9778 -5.9465 -1.8279 0.0 0.0 0.0
H -4.9099 -5.6231 -0.5117 0.0 0.0 0.0
H -3.6753 -3.5327 -0.6327 0.0 0.0 0.0
N 1.1118 1.7942 -0.9841 -0.1 1.3 0.7
C 0.9570 3.0685 -1.0878 0.0 0.4 -0.3
C 0.6569 3.6780 -2.3968 0.2 -0.1 -0.1
C 0.9105 2.9277 -3.5482 0.1 0.1 0.1
C 0.6646 3.4598 -4.7987 0.0 0.0 -0.1
C 0.1382 4.7403 -4.9144 0.0 -0.1 0.0
C -0.1551 5.4792 -3.7751 -0.1 0.1 0.0
C 0.0985 4.9548 -2.5201 0.1 0.0 0.0
C 1.1124 3.9538 0.0967 0.0 -0.2 0.0
C 1.8214 5.1508 -0.0013 0.0 0.0 -0.1
C 2.0074 5.9441 1.1186 0.0 0.0 0.0
C 1.4712 5.5610 2.3384 0.0 0.0 0.0
C 0.7636 4.3704 2.4444 0.0 0.0 0.0
C 0.6030 3.5607 1.3343 -0.1 0.0 -0.1
H 1.3173 1.9324 -3.4319 0.0 0.0 -0.1
H 0.8838 2.8777 -5.6847 0.0 0.0 0.0
H -0.0482 5.1601 -5.8940 0.0 0.0 0.0
H -0.5839 6.4682 -3.8666 0.0 0.0 0.0
H -0.1533 5.5245 -1.6363 0.0 0.0 0.0
H 2.2613 5.4439 -0.9456 0.0 0.0 0.0
H 2.5738 6.8624 1.0390 0.0 0.0 0.0
H 1.6099 6.1851 3.2113 0.0 0.0 0.0
H 0.3380 4.0873 3.3967 0.0 -0.1 0.0
H 0.0407 2.6328 1.4005 -0.1 0.0 0.0
```
Positions in Å, forces in eV/Å.



- The highest molecular weight belongs to which entry?
  C23H43Br13ClN2Si



- Number 5 is which compound?
  C70H82GeN2OP2Si3TeTi



- Look up the maximum force of the fifth one.
  2.0 eV Å⁻¹



- maximum force of number 5 (C70H82GeN2OP2Si3TeTi)?
  2.0 eV Å⁻¹